No. 1
Density functional theory data (wB97M-V/def2-TZVPD) for a molecular structure, C23H17N3O8STi in a non-equilibrium geometry.

XYZ file:
```
53
C23H17N3O8STi, DFT wB97M-V/def2-TZVPD
Ti -1.798 0.075 -1.478
O -6.820 -0.131 3.318
C -6.427 0.946 2.818
O -6.752 2.131 3.058
C -5.360 0.789 1.715
C -4.824 1.897 1.090
C -3.856 1.740 0.115
N -3.407 0.541 -0.259
C -3.940 -0.539 0.330
C -4.899 -0.459 1.310
C -3.336 -1.841 -0.158
O -3.742 -2.917 0.164
O -2.316 -1.616 -0.972
H -5.174 2.875 1.391
H -3.411 2.579 -0.399
H -5.289 -1.359 1.768
C 5.143 -1.267 0.461
C 3.952 -1.383 -0.460
C 2.711 -1.787 0.025
C 1.613 -1.886 -0.816
C 1.754 -1.586 -2.165
C 2.983 -1.179 -2.671
C 4.073 -1.080 -1.815
S 0.341 -1.711 -3.234
O 0.865 -1.689 -4.582
O -0.375 -2.881 -2.813
N -0.529 -0.408 -2.953
C -0.133 0.808 -3.698
C -1.171 1.915 -3.489
O -1.082 2.948 -4.117
O -2.110 1.642 -2.598
H 4.862 -1.478 1.495
H 5.559 -0.255 0.432
H 5.938 -1.962 0.168
H 2.601 -2.008 1.083
H 0.650 -2.214 -0.444
H 3.069 -0.967 -3.731
H 5.037 -0.764 -2.204
H -0.047 0.600 -4.756
H 0.833 1.197 -3.369
N -0.643 0.813 -0.118
C 0.173 0.843 0.734
C 1.128 0.947 1.722
C 0.799 0.761 3.113
C 1.786 0.793 4.067
C 3.138 1.016 3.727
C 3.465 1.239 2.374
C 2.509 1.210 1.389
H -0.235 0.588 3.389
H 1.516 0.639 5.106
H 3.907 1.010 4.489
H 4.497 1.442 2.100
H 2.772 1.383 0.349
```

Results
⟨S²⟩ = 2.032
Energy relative to the best compared isomer or geometry (same formula, charge and spin) = 12.7 kcal/mol
Frontier orbital gap (alpha / beta) = 4.85 / 7.81 eV
LUMO level (alpha / beta) = 4.2 / 4.2 eV
Charge = -2
HOMO (alpha / beta) = -0.7 / -3.6 eV
2S+1 = 3

The molecule's natural (NBO) atomic charges, reported in e, are given here: 1.54, -0.75, 0.73, -0.76, -0.06, -0.22, 0.05, -0.49, 0.07, -0.19, 0.77, -0.59, -0.73, 0.25, 0.21, 0.26, -0.63, -0.02, -0.23, -0.12, -0.36, -0.19, -0.24, 2.36, -1.00, -0.95, -1.03, -0.34, 0.80, -0.65, -0.76, 0.22, 0.21, 0.20, 0.22, 0.24, 0.23, 0.20, 0.23, 0.20, -0.61, 0.40, -0.22, -0.23, -0.23, -0.33, -0.23, -0.23, 0.21, 0.20, 0.19, 0.19, 0.21

***

No. 2
Density functional theory data (wB97M-V/def2-TZVPD) for a molecular structure, C23H17N5O3Yb in a non-equilibrium geometry.

XYZ file:
```
49
C23H17N5O3Yb, DFT wB97M-V/def2-TZVPD
Yb -0.049 0.181 0.674
O 0.221 -4.158 -0.774
C 0.295 -2.953 -0.444
N -0.561 -2.112 0.192
C -1.763 -2.646 0.740
C -2.203 -3.971 0.562
C -3.325 -4.503 1.175
C -4.070 -3.716 2.032
C -3.688 -2.351 2.219
C -2.592 -1.796 1.545
N -2.087 -0.452 1.742
C -2.344 0.155 2.918
O -3.014 -0.237 3.902
C -1.590 1.484 3.185
C -1.875 2.211 4.327
C -1.228 3.389 4.536
C -0.258 3.851 3.631
C 0.057 3.062 2.567
N -0.657 1.938 2.288
C 1.625 -2.311 -0.888
C 2.510 -3.067 -1.668
C 3.654 -2.457 -2.172
C 3.886 -1.096 -1.923
C 2.997 -0.420 -1.128
N 1.874 -1.027 -0.626
H -1.622 -4.530 -0.143
H -3.572 -5.536 1.018
H -5.000 -4.095 2.488
H -4.295 -1.715 2.820
H -2.580 1.806 5.034
H -1.480 4.068 5.349
H 0.247 4.773 3.783
H 0.800 3.334 1.801
H 2.303 -4.114 -1.854
H 4.319 -3.059 -2.805
H 4.808 -0.680 -2.261
H 3.188 0.606 -0.803
O 0.697 1.689 -1.228
N 1.047 2.146 -2.443
C 0.266 1.980 -3.533
C 0.689 2.561 -4.716
C 1.868 3.257 -4.868
C 2.612 3.324 -3.733
C 2.137 2.824 -2.522
H -0.657 1.454 -3.404
H 0.060 2.382 -5.559
H 2.132 3.721 -5.806
H 3.532 3.869 -3.643
H 2.686 2.935 -1.583
```

Results
Frontier orbital gap = 5.69 eV
LUMO level = -0.7 eV
HOMO = -6.4 eV

The molecule's natural (NBO) atomic charges, reported in e, are given here: 1.60, -0.67, 0.61, -0.78, 0.11, -0.25, -0.23, -0.23, -0.25, 0.19, -0.79, 0.59, -0.68, 0.18, -0.23, -0.14, -0.26, 0.03, -0.56, 0.16, -0.21, -0.16, -0.27, 0.03, -0.52, 0.25, 0.20, 0.20, 0.24, 0.26, 0.22, 0.22, 0.19, 0.26, 0.22, 0.22, 0.19, -0.64, 0.08, 0.01, -0.20, -0.19, -0.19, 0.03, 0.25, 0.23, 0.24, 0.23, 0.24

***

No. 3
Density functional theory data (wB97M-V/def2-TZVPD) for a molecular structure, C23H17N8O3STc.

XYZ file:
```
53
C23H17N8O3STc, DFT wB97M-V/def2-TZVPD
Tc 2.201 -0.367 -0.801
N 1.570 3.725 -0.427
C 1.975 2.592 -0.907
N 1.975 1.455 -0.178
C 1.619 1.520 1.213
N 1.809 0.466 1.932
N 2.421 -0.492 1.159
C 3.291 -1.288 1.670
C 4.041 -2.045 0.684
C 4.992 -2.995 0.986
C 5.708 -3.585 -0.058
C 5.462 -3.190 -1.363
C 4.497 -2.225 -1.604
N 3.793 -1.665 -0.610
C 1.094 2.763 1.730
C 0.630 2.898 3.039
C 0.159 4.126 3.469
C 0.152 5.226 2.615
C 0.616 5.117 1.312
C 1.081 3.885 0.887
H 1.606 4.544 -1.027
H 2.323 2.554 -1.933
H 3.487 -1.309 2.736
H 5.184 -3.270 2.015
H 6.456 -4.338 0.157
H 6.002 -3.619 -2.196
H 4.277 -1.891 -2.610
H 0.645 2.046 3.704
H -0.202 4.236 4.483
H -0.216 6.180 2.968
H 0.616 5.974 0.650
O -7.902 0.360 -2.848
S -6.746 0.885 -2.222
O -5.699 1.462 -2.997
O -6.817 1.270 -0.817
C -5.812 -0.766 -1.359
N -6.581 -1.741 -0.987
C -5.948 -2.828 -0.563
C -4.551 -2.867 -0.492
C -3.874 -1.729 -0.900
N -4.525 -0.645 -1.348
C -2.407 -1.567 -0.893
C -1.834 -0.688 -1.823
C -0.485 -0.455 -1.779
N 0.309 -1.014 -0.831
C -0.233 -1.881 0.056
C -1.570 -2.197 0.033
H -6.559 -3.673 -0.271
H -4.045 -3.757 -0.146
H -2.454 -0.197 -2.560
H -0.004 0.191 -2.507
H 0.435 -2.303 0.793
H -1.960 -2.889 0.766
```

Results
⟨S²⟩ = 0.758
Frontier orbital gap (alpha / beta) = 5.22 / 5.45 eV
LUMO level (alpha / beta) = -11.1 / -11.1 eV
Charge = +3
HOMO (alpha / beta) = -16.4 / -16.6 eV
2S+1 = 2

The molecule's natural (NBO) atomic charges, reported in e, are given here: 1.18, -0.44, 0.37, -0.55, 0.43, -0.28, -0.21, 0.12, 0.13, -0.16, -0.06, -0.20, 0.10, -0.47, -0.18, -0.11, -0.16, -0.11, -0.22, 0.21, 0.47, 0.25, 0.27, 0.27, 0.28, 0.28, 0.24, 0.26, 0.26, 0.27, 0.26, -0.81, 2.37, -0.86, -0.73, 0.41, -0.36, 0.13, -0.25, 0.16, -0.44, 0.11, -0.19, 0.04, -0.47, 0.08, -0.20, 0.25, 0.25, 0.30, 0.22, 0.23, 0.27

***

No. 4
Density functional theory data (wB97M-V/def2-TZVPD) for a molecular structure, C23H18AuF6N3O3S.

XYZ file:
```
55
C23H18AuF6N3O3S, DFT wB97M-V/def2-TZVPD
Au -4.336 -0.205 0.870
F 2.027 -2.698 0.430
C 1.664 -1.402 0.419
C 0.335 -1.103 0.456
C -0.084 0.231 0.382
C -1.499 0.568 0.435
O -2.310 -0.434 0.489
C -1.844 1.923 0.416
C -0.831 2.849 0.285
N 0.464 2.557 0.182
C 1.429 3.637 0.015
C 2.191 3.728 -1.273
C 1.119 4.727 -0.958
C 0.881 1.233 0.258
C 2.240 0.904 0.250
C 2.660 -0.408 0.336
N 4.053 -0.690 0.333
C 4.748 -0.303 -0.903
C 6.246 -0.576 -0.755
N 6.574 -0.546 0.709
C 5.980 -1.752 1.386
C 4.539 -1.953 0.882
C -3.231 2.542 0.477
O -3.332 3.726 0.264
O -4.263 1.793 0.783
H -0.391 -1.902 0.521
H -1.107 3.894 0.247
H 1.928 3.900 0.939
H 1.962 2.996 -2.039
H 3.225 4.040 -1.222
H 0.200 4.656 -1.525
H 1.402 5.731 -0.676
H 2.976 1.693 0.209
H 4.585 0.756 -1.082
H 4.376 -0.848 -1.777
H 6.847 0.168 -1.269
H 6.532 -1.563 -1.111
H 6.165 0.292 1.121
H 7.580 -0.512 0.865
H 6.032 -1.583 2.458
H 6.614 -2.597 1.130
H 3.927 -2.231 1.732
H 4.494 -2.776 0.164
F -9.844 -3.339 -1.974
C -8.829 -3.032 -1.220
C -8.269 -1.762 -1.313
F -8.767 -0.885 -2.160
C -7.191 -1.449 -0.528
F -6.669 -0.234 -0.643
C -6.647 -2.373 0.386
S -5.385 -2.030 1.504
C -7.235 -3.652 0.440
F -6.758 -4.553 1.273
C -8.314 -3.979 -0.342
F -8.860 -5.175 -0.274
```

Results
Energy relative to the best compared isomer or geometry (same formula, charge and spin) = 0.0 kcal/mol
Frontier orbital gap = 5.44 eV
LUMO level = -8.4 eV
Charge = +2
HOMO = -13.9 eV

The molecule's natural (NBO) atomic charges, reported in e, are given here: 1.15, -0.31, 0.36, -0.21, -0.07, 0.48, -0.68, -0.33, 0.20, -0.31, -0.09, -0.42, -0.40, 0.18, -0.24, 0.13, -0.46, -0.23, -0.24, -0.49, -0.22, -0.24, 0.77, -0.57, -0.74, 0.27, 0.28, 0.24, 0.23, 0.23, 0.24, 0.25, 0.24, 0.22, 0.22, 0.25, 0.23, 0.44, 0.45, 0.24, 0.24, 0.25, 0.21, -0.23, 0.38, 0.26, -0.25, 0.39, -0.27, -0.39, 0.20, 0.38, -0.26, 0.30, -0.26